The following is a DFT calculation (wB97M-V/def2-TZVPD) of C6H8 as an isolated structure.

## Properties
energy above the lowest of the compared OMol25 structures with the same formula, charge and spin: 4.818 eV
HOMO level (spin up / spin down): -0.2789 / -0.2790 hartree
molecular weight: 80.1 g mol⁻¹
orbital gap (spin up / spin down): 7.25 / 7.25 eV

```
14
Properties=species:S:1:pos:R:3:forces:R:3
C -1.390 1.230 0.254 0.0 0.1 0.0
C -0.781 -0.146 0.472 -0.1 0.0 0.0
C -0.027 -0.735 -0.697 -0.5 -0.2 -0.5
C 0.602 -0.252 1.030 0.1 0.0 0.2
C 1.468 -0.229 -0.067 0.5 0.0 0.0
C 2.654 -0.109 -0.599 -0.3 -0.1 0.2
H -0.654 1.905 -0.193 -0.1 -0.1 0.1
H -1.726 1.668 1.199 0.1 -0.1 -0.1
H -2.257 1.173 -0.416 0.2 -0.1 0.1
H -1.478 -0.832 0.959 0.1 0.0 -0.1
H -0.102 -0.233 -1.659 0.0 0.0 0.1
H -0.086 -1.817 -0.782 0.1 0.1 0.1
H 0.827 -0.853 1.914 0.0 0.1 -0.1
H 2.951 -0.770 -1.416 -0.1 0.1 0.1
```
Positions in Å, forces in eV/Å.

natural (NBO) population analysis, charges in e, atoms 1 to 6: -0.601 -0.280 -0.304 -0.082 -0.213 -0.223

***

The following is a DFT calculation (wB97M-V/def2-TZVPD) of C6H8 as an isolated structure in a non-equilibrium geometry.

## Properties
energy above the lowest of the compared OMol25 structures with the same formula, charge and spin: 4.191 eV
HOMO level (spin up / spin down): -0.2814 / -0.2795 hartree
molecular weight: 80.1 g mol⁻¹
orbital gap (spin up / spin down): 6.95 / 6.93 eV

```
14
Properties=species:S:1:pos:R:3:forces:R:3
C -0.178 1.714 -0.839 0.2 0.5 -0.4
C -0.079 0.366 -0.323 0.4 0.8 0.0
C -0.962 -0.842 -0.463 -0.1 0.7 -0.1
C -0.157 -1.394 0.687 1.6 -1.0 0.8
C 0.798 -0.157 0.600 -2.5 -1.6 -0.5
C 1.968 0.307 1.106 1.1 1.3 -0.1
H -1.142 2.142 -0.644 -0.7 0.2 0.2
H -0.083 1.687 -1.907 0.0 0.1 -0.8
H 0.572 2.382 -0.446 0.4 0.0 0.2
H -0.865 -1.397 -1.392 0.2 0.1 -0.2
H -2.020 -0.669 -0.285 -0.1 0.1 0.0
H -0.690 -1.462 1.614 -0.3 0.0 0.5
H 0.367 -2.315 0.502 0.0 -0.7 -0.1
H 2.471 -0.361 1.792 0.0 -0.4 0.4
```
Positions in Å, forces in eV/Å.

natural (NBO) population analysis, charges in e, atoms 1 to 6: -0.696 0.311 -0.481 -0.425 -0.265 -0.168

***

The following is a DFT calculation (wB97M-V/def2-TZVPD) of a 2-piece molecular cluster, C6H8 overall in a non-equilibrium geometry.

## Properties
energy above the lowest of the compared OMol25 structures with the same formula, charge and spin: 4.717 eV
HOMO level: -0.3329 hartree
SMILES: C1=CC=1.C=CC
molecular weight: 80.1 g mol⁻¹
orbital gap: 10.08 eV

```
14
Properties=species:S:1:pos:R:3:forces:R:3
C 0.407 2.394 -0.442 0.5 1.5 1.8
C 0.189 1.607 -1.524 -0.1 -0.9 -1.0
C 1.114 2.516 -1.659 0.8 0.4 -0.5
H -0.281 0.780 -1.931 -1.0 -1.4 -0.6
H 1.870 2.886 -2.341 -0.1 0.3 0.4
C 0.513 -1.680 -0.092 -3.1 -0.4 1.4
C -0.509 -1.675 0.848 3.3 2.3 -2.3
C -0.922 -0.458 1.683 0.9 -1.1 0.1
H 0.498 -2.419 -0.891 0.4 -0.4 0.6
H 1.188 -0.881 -0.231 0.5 1.0 0.0
H -1.011 -2.584 0.908 -1.4 -1.2 0.3
H -1.855 -0.042 1.303 -0.2 -0.2 0.2
H -0.196 0.368 1.649 0.0 -0.4 -0.1
H -1.006 -0.812 2.720 -0.4 0.5 -0.1
```
Positions in Å, forces in eV/Å.

natural (NBO) population analysis, charges in e, atoms 1 to 6: -0.097 -0.200 -0.159 0.223 0.233 -0.429

***

The following is a DFT calculation (wB97M-V/def2-TZVPD) of one molecule with the formula C6H8 in a non-equilibrium geometry.

## Properties
energy above the lowest of the compared OMol25 structures with the same formula, charge and spin: 5.112 eV
HOMO level (spin up / spin down): -0.2944 / -0.2945 hartree
molecular weight: 80.1 g mol⁻¹
orbital gap (spin up / spin down): 7.31 / 7.31 eV

```
14
Properties=species:S:1:pos:R:3:forces:R:3
C -0.609 -0.485 0.281 -0.3 0.5 -1.2
C -0.770 -0.956 1.536 0.0 -0.4 0.2
C -0.315 -0.345 -1.031 0.0 -0.2 1.8
C -0.266 0.411 1.550 0.7 1.8 0.2
C -1.085 -0.941 -2.124 -3.1 0.6 0.1
C 1.170 0.543 2.076 1.0 -1.0 -1.5
H 0.551 0.275 -1.179 0.4 0.0 -0.6
H -0.837 1.416 1.594 0.6 -1.9 -0.7
H -2.144 -1.136 -1.795 1.1 -0.2 0.0
H -0.752 -1.804 -2.629 1.1 -1.4 0.1
H -1.284 -0.329 -2.973 0.3 1.3 -0.6
H 1.110 0.653 3.149 0.5 0.8 0.3
H 1.875 1.214 1.445 -1.6 -0.2 1.5
H 1.712 -0.424 1.904 -0.8 0.4 0.3
```
Positions in Å, forces in eV/Å.

natural (NBO) population analysis, charges in e, atoms 1 to 6: -0.160 0.003 -0.093 -0.243 -0.671 -0.653